Computed, not measured: a cluster of 9 separate species, C20H60N4O11 in total at a distorted geometry, with wB97M-V/def2-TZVPD.

Summary:
Kohn-Sham gap = 9.0 eV
E_LUMO = 0.1 eV
ΔE to the lowest compared entry with this formula, charge and spin = 3.411 eV
E_tot = -1844.0450 Eh
M = 532.717 g/mol

Last column: Löwdin charge in e.
CARTESIAN COORDINATES (ANGSTROEM)
O -0.5848 1.1322 0.2720  0.101
O 3.3782 0.4642 4.9940  -0.128
H 4.0492 -2.6118 -3.5080  0.118
H 0.0662 2.3062 -4.4160  0.078
O 4.9962 -0.5048 -0.1310  -0.235
O -4.1438 -1.7488 -1.8520  -0.152
C 4.6052 -2.5078 -1.4750  -0.475
H 1.0632 -0.7898 -2.0450  0.049
C 0.2382 0.3932 -0.4630  -0.734
O 1.7502 2.0642 -3.3080  -0.176
C -4.8218 -1.4568 -0.6370  -0.105
H -3.1278 3.0632 1.8750  0.105
H 5.7402 -3.2518 -3.0670  0.064
O -0.2188 -0.8478 -0.8100  -0.140
C 0.4482 2.7692 -3.5010  -0.110
H 0.6482 3.9972 -3.5160  0.138
C -4.7898 2.5072 0.4460  -0.445
H -2.5658 2.4232 0.2690  0.100
C -2.4798 -0.8868 -3.2300  -0.388
H 5.4802 1.2562 0.9410  0.192
N 3.2382 -2.7658 -0.9040  -0.001
H -4.9938 -2.4388 -0.1940  0.097
H -4.2188 -0.8378 0.1180  0.101
H 4.1432 -0.9858 6.4440  0.099
C 3.6142 -0.1008 3.7460  -0.232
H -6.4678 0.9602 3.8070  0.118
H 1.5632 1.9812 -2.3230  0.044
H 0.9252 4.0042 -0.1740  0.076
H -5.6948 -1.0098 -0.7590  0.029
H 0.2432 -3.2838 1.6230  0.041
H 2.2762 1.1292 2.4730  0.200
H -1.3328 -1.6338 -1.8170  0.002
H -2.8458 -0.1008 -1.3280  0.138
H 2.8932 -2.2538 0.1060  0.152
H 1.9722 -1.0118 -3.4590  0.217
O -1.5778 -2.8998 0.8030  -0.153
H 1.1702 3.8222 1.5830  0.065
H -5.9438 2.9672 2.3900  0.155
C 4.2482 0.0462 6.0130  -0.113
C 4.7142 -3.2528 -2.7880  -0.045
H 3.1282 -3.7658 -0.5850  0.109
H 3.6202 -0.4658 1.1420  0.095
H -1.3068 -1.9978 0.4360  0.068
H -3.3628 1.2702 1.4280  0.045
H 4.3062 0.4982 3.3120  0.103
H -5.7758 4.2052 -0.2570  0.093
C -5.8178 2.2422 1.5360  -0.181
H -0.0988 2.7032 -2.6810  -0.007
H -6.6688 2.5752 1.0660  0.080
H -0.9598 -4.7018 1.4080  0.087
O 2.5322 2.7712 0.4800  -0.214
H -1.3708 0.7112 0.7130  0.119
H 1.9162 4.9682 0.4400  0.030
H 3.9392 -0.9968 3.6980  0.082
H 1.2402 -1.7308 3.6190  0.124
H 4.5782 -4.3268 -2.6840  0.084
C -3.4358 -0.4628 -2.2370  -0.129
H -4.0178 0.1402 -2.4760  0.007
H 4.0612 1.1492 -0.6080  0.062
H 2.3632 -1.6258 -1.9480  0.045
C 2.4512 -0.0598 2.8880  -0.414
H -7.9398 0.8052 2.7630  0.074
C 1.2102 -0.6498 3.4060  -0.020
H -4.5298 3.7092 -1.0270  0.055
N -1.6498 -1.9968 -2.7010  0.083
O -6.0248 0.8562 1.8610  -0.143
H 2.0032 -0.3338 1.1670  0.015
H -3.7118 -1.8748 -4.8190  0.044
C 4.9812 -1.1088 -1.5100  -0.147
H -2.2288 -1.3558 -5.3030  0.097
C -3.0818 -1.0948 -4.6450  -0.026
N -4.8228 3.8292 -0.0950  0.041
H 5.2842 0.1072 5.6150  0.093
C 1.6752 4.0062 0.6640  -0.087
H 5.6682 1.3482 -0.8630  0.060
H 1.1132 -0.2698 4.1890  -0.043
H -4.6748 1.7922 -0.3680  0.123
H -1.7608 -0.1188 -3.4800  0.123
H 4.2822 0.6422 6.8960  0.068
O 1.6612 -1.3308 -2.5350  0.230
H 0.1432 -3.9548 0.1540  0.080
C 5.0132 0.8112 -0.2280  -0.216
H 4.4812 -0.4498 -2.1740  0.106
N 2.7082 -0.8158 1.6550  0.052
H -2.2838 -2.5738 -2.3030  0.013
H -6.9318 -0.3048 2.8470  0.043
C -0.5158 -3.7648 1.0530  -0.189
H 0.4262 -0.3588 2.7870  0.075
O 1.2912 0.7262 -0.8370  0.034
H 5.2922 -2.9638 -0.6840  0.162
C -3.4038 2.2802 1.0990  -0.076
H 6.1612 -0.9478 -1.7290  0.191
H -3.7418 -0.4678 -4.9650  0.012
C -6.9308 0.6732 2.8520  -0.141
H 1.8612 1.9482 0.3680  0.075

=====

Computed, not measured: a structure of composition C31H35BF3NO2 at a distorted geometry, with wB97M-V/def2-TZVPD.

Summary:
Kohn-Sham gap = 6.5 eV
E_LUMO = 0.0 eV
ΔE to the lowest compared entry with this formula, charge and spin = 2.734 eV
E_tot = -1731.9167 Eh
M = 521.432 g/mol

Last column: Löwdin charge in e.
CARTESIAN COORDINATES (ANGSTROEM)
C 0.7505 -2.8827 -0.4029  -0.055
H 6.1378 -0.3834 2.8308  0.130
H 3.6501 -0.5005 2.6616  0.131
H 3.0031 2.8403 1.9098  0.095
H 4.0510 1.9165 -1.6452  0.108
H 4.1676 1.7824 0.0995  0.091
H -4.7044 -1.8476 -3.8030  0.104
C -0.2422 -1.8180 0.1511  -0.202
H -7.0294 0.0502 2.3137  0.094
B 2.4356 0.0506 0.2765  -0.719
H 1.3425 3.6578 -1.6044  0.100
H -4.8137 -1.6657 4.4735  0.092
C 5.6523 -0.5750 1.8734  0.001
C 4.2758 -0.6197 1.7762  0.009
N -4.5878 -1.2885 2.3937  -0.118
H 3.7304 3.3589 -0.6232  0.099
H 6.4758 -1.3511 -1.3709  0.129
H 1.2037 -2.4152 -1.3049  0.082
H 0.3796 2.2084 -1.9695  0.078
C 6.4008 -0.7338 0.7059  -0.122
C 2.1025 1.8780 -0.7241  -0.460
H 0.1022 -0.8906 -0.3421  0.055
F 8.5715 -1.5009 1.3390  0.115
H 0.4024 -3.9390 -0.6046  0.096
C -1.3967 -0.4427 -2.3623  -0.040
O 1.7738 0.6607 1.3140  0.135
C -6.6133 1.1426 0.4639  -0.092
H -0.5397 1.9316 1.6603  0.103
H -3.5761 1.0001 -1.2139  0.112
C -4.3592 0.7806 -0.4784  -0.038
C -2.9852 -0.5899 -4.2196  -0.083
C -3.3539 -1.6994 1.9973  -0.030
H -5.8461 2.0803 -1.3378  0.097
C 1.9394 2.9958 1.6721  -0.002
H -1.3370 -2.5417 0.1364  0.132
C 1.4077 1.9351 0.7164  -0.430
H -4.0429 -2.3755 -1.5012  0.131
C -5.6248 1.3908 -0.5157  -0.091
H 1.5481 -2.8857 0.3423  0.069
C 4.4592 -1.1401 -0.6147  0.009
H -7.6013 1.6269 0.3980  0.101
O 2.0931 0.4730 -1.0200  0.104
H -0.4262 -0.0846 -1.9729  0.095
C -1.8927 -1.4945 -0.1293  -0.162
C -2.9563 -1.0808 0.8139  -0.114
C -2.2281 -1.2247 -1.5407  -0.228
C 1.3877 2.5903 -1.8292  -0.002
F 8.4202 -0.1926 -0.4388  0.116
H -5.5666 -2.8670 3.4318  0.092
C 3.5999 2.2742 -0.7084  0.012
H -3.2864 -0.3356 -5.2285  0.095
H -1.1606 0.5289 -4.2762  0.099
C 5.8422 -1.1158 -0.5114  0.005
C 3.7029 -0.7072 0.4915  -0.085
C -0.1104 2.0267 0.6509  0.003
F 8.1131 0.6499 1.5808  0.112
H -0.5600 1.2502 0.0158  0.081
C -5.0524 -0.3200 1.5193  -0.176
H 1.3751 2.9466 2.6152  0.097
H -0.4040 3.0156 0.2608  0.100
H 1.7920 3.9866 1.2242  0.097
C 7.8820 -0.4462 0.7897  -0.514
H 1.9492 2.4471 -2.7543  0.100
C -5.3378 -1.7977 3.5186  -0.026
C -3.4146 -1.7182 -2.1184  -0.049
C -4.0550 -0.1186 0.5239  -0.117
H -2.7931 -2.4506 2.5506  0.130
C -1.7962 -0.1016 -3.6518  -0.088
H -6.2900 -1.2705 3.5769  0.069
C -6.3065 0.2813 1.5315  -0.026
H -0.0241 -1.5253 1.1784  0.120
C -3.7852 -1.4093 -3.4083  -0.090
H 3.9794 -1.4107 -1.5522  0.128